[1]
{
  "formula": "C3H13NSi2",
  "method": "wB97M-V/def2-TZVPD",
  "elements": ["C", "C", "C", "N", "Si", "Si", "H", "H", "H", "H", "H", "H", "H", "H", "H", "H", "H", "H", "H"],
  "xyz": [[1.830, -1.499, 0.884], [1.074, 0.884, 1.031], [-2.332, 0.055, -1.715], [0.736, -0.541, 1.120], [-0.855, 1.323, -1.981], [-0.961, -0.933, 1.021], [1.834, -2.364, 1.559], [1.899, -1.976, -0.088], [2.833, -1.028, 1.070], [1.595, 1.035, 0.000], [0.264, 1.668, 1.060], [1.705, 1.129, 1.817], [-2.425, -0.929, -2.044], [-3.161, 0.360, -1.085], [0.359, 0.533, -2.013], [-1.047, 2.254, -3.143], [-0.724, 2.484, -0.934], [-1.596, -0.092, 1.952], [-1.029, -2.363, 1.489]],
  "nbo_charge": [-0.417, -0.416, -0.844, -0.844, 0.801, 1.037, 0.205, 0.193, 0.203, 0.186, 0.224, 0.192, 0.191, 0.193, -0.174, -0.169, -0.165, -0.207, -0.188],
  "de_lowest_kcal_mol": 124.83,
  "charge": 0,
  "largest_force_ev_per_a": 3.68,
  "homo_lumo_gap_ev": [7.8, 7.0]
}

=====

[2]
{
  "formula": "C42H126O21",
  "method": "wB97M-V/def2-TZVPD",
  "elements": ["C", "C", "O", "H", "H", "H", "H", "H", "H", "C", "C", "O", "H", "H", "H", "H", "H", "H", "C", "C", "O", "H", "H", "H", "H", "H", "H", "C", "C", "O", "H", "H", "H", "H", "H", "H", "C", "C", "O", "H", "H", "H", "H", "H", "H", "C", "C", "O", "H", "H", "H", "H", "H", "H", "C", "C", "O", "H", "H", "H", "H", "H", "H", "C", "C", "O", "H", "H", "H", "H", "H", "H", "C", "C", "O", "H", "H", "H", "H", "H", "H", "C", "C", "O", "H", "H", "H", "H", "H", "H", "C", "C", "O", "H", "H", "H", "H", "H", "H", "C", "C", "O", "H", "H", "H", "H", "H", "H", "C", "C", "O", "H", "H", "H", "H", "H", "H", "C", "C", "O", "H", "H", "H", "H", "H", "H", "C", "C", "O", "H", "H", "H", "H", "H", "H", "C", "C", "O", "H", "H", "H", "H", "H", "H", "C", "C", "O", "H", "H", "H", "H", "H", "H", "C", "C", "O", "H", "H", "H", "H", "H", "H", "C", "C", "O", "H", "H", "H", "H", "H", "H", "C", "C", "O", "H", "H", "H", "H", "H", "H", "C", "C", "O", "H", "H", "H", "H", "H", "H"],
  "xyz": [[4.115, -0.512, 3.478], [4.247, -1.293, 2.185], [3.769, -0.526, 1.106], [4.708, 0.392, 3.341], [4.554, -1.063, 4.309], [3.105, -0.240, 3.786], [3.771, -2.256, 2.370], [5.285, -1.500, 1.928], [2.834, -0.359, 1.244], [3.608, 3.219, 0.513], [2.427, 3.176, 1.432], [2.020, 4.495, 1.679], [3.385, 3.683, -0.448], [3.928, 2.190, 0.346], [4.459, 3.749, 0.941], [2.650, 2.696, 2.385], [1.593, 2.653, 0.964], [1.283, 4.474, 2.293], [4.412, -0.216, 6.838], [3.563, -1.436, 6.844], [4.220, -2.444, 7.482], [5.435, -0.403, 6.511], [4.391, 0.286, 7.806], [3.982, 0.566, 6.213], [3.281, -1.822, 5.864], [2.608, -1.257, 7.339], [3.600, -3.176, 7.474], [0.091, 0.297, -0.711], [-0.411, 0.197, 0.696], [0.640, -0.409, 1.477], [0.340, -0.678, -1.132], [0.965, 0.948, -0.739], [-0.660, 0.787, -1.330], [-1.331, -0.382, 0.779], [-0.607, 1.180, 1.123], [0.391, -0.345, 2.402], [0.953, 4.977, -3.960], [-0.010, 4.459, -2.905], [-0.338, 3.117, -3.138], [0.420, 5.057, -4.907], [1.848, 4.364, -4.067], [1.295, 5.987, -3.732], [-0.895, 5.094, -2.949], [0.411, 4.544, -1.903], [-1.124, 2.822, -2.672], [1.188, -4.103, -1.084], [1.687, -3.532, 0.273], [2.219, -4.522, 1.102], [1.041, -3.292, -1.798], [0.234, -4.618, -0.974], [1.882, -4.802, -1.550], [0.860, -2.982, 0.722], [2.413, -2.741, 0.084], [1.541, -4.635, 1.773], [-3.414, 4.303, -1.356], [-3.702, 2.811, -1.326], [-2.709, 2.017, -1.977], [-4.167, 4.825, -0.765], [-3.399, 4.729, -2.359], [-2.445, 4.383, -0.865], [-4.644, 2.607, -1.835], [-3.867, 2.482, -0.300], [-2.972, 1.093, -1.988], [-4.163, 1.565, -5.740], [-3.980, 1.643, -7.190], [-5.139, 2.214, -7.723], [-4.227, 2.515, -5.209], [-3.315, 1.062, -5.274], [-4.961, 0.877, -5.459], [-3.789, 0.653, -7.603], [-3.136, 2.295, -7.413], [-4.874, 2.349, -8.636], [3.279, -3.885, -4.353], [3.609, -4.848, -5.516], [4.820, -4.356, -6.160], [2.445, -4.266, -3.764], [3.046, -2.868, -4.667], [4.154, -3.864, -3.704], [2.727, -4.903, -6.154], [3.840, -5.829, -5.102], [4.709, -3.416, -6.322], [-1.533, 4.907, 2.449], [-1.088, 3.888, 3.478], [0.234, 4.142, 3.797], [-1.394, 5.917, 2.834], [-2.573, 4.716, 2.183], [-0.913, 4.821, 1.556], [-1.048, 2.906, 3.006], [-1.676, 3.811, 4.393], [0.239, 4.882, 4.408], [-0.545, 0.778, -7.297], [0.173, 1.557, -6.191], [-0.479, 2.719, -5.843], [-0.830, 1.365, -8.169], [-1.522, 0.414, -6.979], [0.032, -0.054, -7.702], [1.199, 1.822, -6.448], [0.184, 0.888, -5.331], [-0.325, 2.961, -4.926], [-3.682, 0.784, 3.183], [-3.273, 1.075, 4.648], [-4.249, 1.870, 5.282], [-2.858, 0.324, 2.636], [-3.936, 1.687, 2.628], [-4.500, 0.063, 3.180], [-2.318, 1.578, 4.799], [-3.088, 0.120, 5.142], [-3.796, 2.290, 6.017], [6.460, -2.302, -2.520], [5.387, -1.960, -1.535], [5.500, -0.636, -1.134], [7.422, -2.180, -2.023], [6.525, -1.605, -3.355], [6.329, -3.322, -2.882], [5.479, -2.612, -0.667], [4.404, -2.026, -2.002], [5.062, -0.457, -0.298], [0.128, -2.416, -5.298], [-1.157, -2.011, -4.565], [-1.039, -2.276, -3.189], [-0.025, -2.253, -6.365], [0.306, -3.486, -5.198], [0.928, -1.804, -4.881], [-2.025, -2.511, -4.995], [-1.367, -0.946, -4.660], [-0.869, -3.210, -3.047], [-2.773, -3.427, 0.227], [-3.500, -2.849, 1.428], [-4.339, -3.849, 1.991], [-1.937, -2.783, -0.047], [-3.394, -3.620, -0.648], [-2.321, -4.388, 0.470], [-4.107, -2.004, 1.101], [-2.796, -2.485, 2.176], [-5.011, -3.400, 2.510], [2.129, 3.607, 7.076], [1.136, 2.528, 6.609], [1.412, 2.207, 5.288], [1.967, 4.541, 6.538], [3.182, 3.341, 6.976], [1.919, 3.813, 8.126], [0.083, 2.805, 6.658], [1.188, 1.647, 7.249], [1.102, 2.938, 4.748], [-5.501, -0.673, -2.712], [-4.182, -1.326, -3.121], [-3.224, -0.699, -2.316], [-5.701, -0.973, -1.683], [-6.376, -1.028, -3.257], [-5.459, 0.416, -2.747], [-4.011, -1.224, -4.193], [-4.088, -2.388, -2.894], [-2.364, -1.106, -2.442], [-1.122, -1.998, 4.807], [-0.179, -0.877, 5.247], [0.281, -0.110, 4.172], [-1.494, -2.532, 5.682], [-0.615, -2.695, 4.139], [-1.939, -1.634, 4.184], [0.664, -1.245, 5.831], [-0.751, -0.152, 5.828], [0.843, 0.595, 4.502], [2.346, -4.108, 4.328], [1.072, -4.912, 4.448], [0.412, -4.944, 3.210], [2.874, -4.142, 5.281], [2.189, -3.071, 4.032], [2.990, -4.514, 3.549], [0.442, -4.432, 5.197], [1.334, -5.917, 4.779], [-0.495, -5.259, 3.202], [-6.557, 0.760, 1.188], [-7.964, 0.214, 1.225], [-8.163, -0.505, 2.361], [-6.266, 1.184, 2.149], [-6.465, 1.518, 0.410], [-5.896, -0.011, 0.791], [-8.144, -0.390, 0.336], [-8.735, 0.984, 1.202], [-9.044, -0.884, 2.308], [3.010, 1.159, -3.676], [4.451, 0.925, -4.186], [5.384, 1.449, -3.315], [2.829, 0.758, -2.678], [2.296, 0.623, -4.301], [2.730, 2.212, -3.702], [4.483, 1.416, -5.159], [4.671, -0.140, -4.271], [5.612, 0.772, -2.673]],
  "mulliken_charge": [-0.840, -0.345, 0.319, 0.402, 0.352, -0.077, 0.055, 0.438, -0.409, -1.307, 1.221, -0.726, 0.305, 0.139, 0.429, -0.133, -0.328, 0.317, -1.283, 0.991, -0.583, 0.393, 0.383, 0.180, -0.646, 0.312, 0.350, -0.032, 0.687, 1.399, -0.161, 0.114, -0.509, -0.105, -0.379, -0.530, -1.485, 0.147, 0.080, 0.426, 0.160, 0.423, 0.250, 0.253, 0.149, -1.093, 1.115, -0.606, 0.034, 0.298, 0.433, -0.149, -0.391, 0.367, -1.229, 0.301, 0.276, 0.439, 0.287, 0.087, 0.205, 0.019, -0.293, -0.496, -0.454, -0.542, 0.286, -0.050, 0.340, 0.322, 0.256, 0.331, -0.182, -0.488, -0.516, 0.049, 0.168, 0.081, 0.265, 0.341, 0.301, -1.250, 0.731, -0.630, 0.332, 0.464, 0.226, -0.489, 0.268, 0.258, -1.195, 0.672, -0.651, 0.402, 0.006, 0.378, 0.357, -0.397, 0.326, -0.508, 0.382, -0.574, -0.347, 0.460, 0.389, -0.540, 0.388, 0.341, -1.427, 0.355, -0.596, 0.413, 0.260, 0.382, 0.342, -0.048, 0.242, -0.870, 0.227, -0.358, 0.354, 0.562, -0.224, 0.319, -0.269, 0.102, -1.046, 1.393, -0.670, 0.054, 0.269, 0.420, -0.322, -0.440, 0.353, -1.259, -0.453, -0.086, 0.290, 0.252, 0.411, 0.310, 0.363, 0.135, -1.489, -0.004, 0.205, 0.323, 0.443, 0.112, 0.223, 0.352, -0.398, -0.725, 0.288, 0.223, 0.575, -0.321, -0.163, -0.058, 0.321, -0.305, -0.640, -0.376, -0.567, 0.337, -0.152, 0.396, 0.274, 0.418, 0.248, -0.309, -0.581, -0.504, 0.380, 0.310, -0.218, 0.331, 0.336, 0.308, 0.910, -0.419, -0.604, -0.219, -0.239, -0.301, 0.398, 0.056, 0.374],
  "de_lowest_kcal_mol": 28.13,
  "charge": 0,
  "largest_force_ev_per_a": 2.58,
  "homo_lumo_gap_ev": 9.2
}